A structure of composition C20H46OP4Tl in a non-equilibrium geometry, computed with ωB97M-V/def2-TZVPD.

As for the highest occupied orbital energy (alpha / beta): -16.41 / -16.38 eV. Its energy relative to the best compared isomer or geometry (same formula, charge and spin) is 116.34 kJ/mol. As for the net charge: +3. The LUMO energy (alpha / beta) comes out at -0.405 / -0.466 hartree. The total energy comes out at -65351.0268 eV.

```
72
C20H46OP4Tl (ωB97M-V/def2-TZVPD)
Tl 0.57 -0.49 -2.21
P -0.29 2.89 -0.07
P 0.57 1.42 2.38
P -3.51 0.55 1.28
H 0.04 -3.71 -5.23
C -0.52 -2.87 -5.60
C 0.11 -1.69 -5.45
H 1.17 -1.71 -5.23
C 1.22 3.46 -0.94
C -0.68 4.44 0.83
C -1.49 3.22 -1.44
C 0.52 -0.27 3.13
C 2.11 2.09 3.15
C -0.67 2.25 3.45
C -4.73 -0.02 0.02
C -4.40 1.80 2.30
C -3.54 -0.90 2.41
H -1.52 -3.14 -6.04
H -0.37 -0.75 -5.84
H 1.60 2.63 -1.56
H 1.95 3.73 -0.17
H 1.01 4.34 -1.58
H 0.15 4.66 1.50
H -1.59 4.28 1.40
H -0.83 5.26 0.12
H -1.27 2.54 -2.27
H -1.36 4.27 -1.77
H -2.51 3.03 -1.07
H 0.52 -0.21 4.22
H 1.37 -0.87 2.79
H -0.39 -0.78 2.79
H 1.94 2.42 4.18
H 2.42 2.95 2.55
H 2.90 1.34 3.13
H -0.32 2.17 4.48
H -1.65 1.76 3.35
H -0.76 3.30 3.18
H -5.74 -0.09 0.41
H -4.44 -1.00 -0.36
H -4.72 0.70 -0.79
H -5.48 1.64 2.17
H -4.11 2.78 1.89
H -4.11 1.67 3.35
H -4.54 -1.28 2.64
H -3.05 -0.61 3.36
H -2.94 -1.70 1.94
C 1.45 -4.52 -2.19
C 0.70 -5.58 -1.33
C -0.27 -4.97 -0.38
C -0.77 -3.71 -0.55
C -0.50 -3.07 -1.81
C 0.67 -3.36 -2.55
O 2.64 -4.70 -2.47
H 1.60 -5.98 -0.81
H 0.34 -6.43 -1.96
H -0.45 -5.61 0.49
H -1.48 -3.22 0.20
H -1.32 -2.38 -2.20
H 0.97 -2.93 -3.52
C 4.13 1.54 0.35
P 2.75 0.38 -0.01
C 3.39 -0.20 -1.65
C 3.34 -1.08 0.96
H 4.18 2.31 -0.43
H 5.09 0.99 0.36
H 3.98 2.06 1.31
H 4.42 -0.60 -1.51
H 2.77 -1.02 -2.08
H 3.37 0.64 -2.36
H 3.33 -0.84 2.03
H 4.36 -1.29 0.63
H 2.69 -1.94 0.76
```

A structure of composition C20H46P4ReSe in a non-equilibrium geometry, computed with ωB97M-V/def2-TZVPD.

As for the highest occupied orbital energy (alpha / beta): -20.41 / -20.76 eV. Its energy relative to the best compared isomer or geometry (same formula, charge and spin) is 0.00 kJ/mol. As for the net charge: +4. The multiplicity is 4. The LUMO energy (alpha / beta) comes out at -0.495 / -0.533 hartree. The total energy comes out at -126075.4151 eV. As for the expectation value of S²: 3.780.

```
72
C20H46P4ReSe (ωB97M-V/def2-TZVPD)
Re 0.36 0.25 0.46
P 2.32 -0.29 1.52
P 0.54 2.60 0.44
P 1.62 0.13 -1.62
H -1.74 -1.77 0.29
C -0.76 -1.78 -0.24
C 0.37 -2.46 0.26
H 0.30 -2.86 1.26
C 2.33 -1.09 3.20
C 3.59 1.01 1.90
C 3.52 -1.55 0.85
C -0.90 3.26 -0.45
C 0.28 3.36 2.11
C 1.95 3.56 -0.19
C 1.88 -1.54 -2.37
C 3.36 0.76 -1.74
C 1.00 1.01 -3.12
H -0.92 -1.64 -1.35
H 1.10 -2.80 -0.48
H 1.76 -2.02 3.21
H 1.95 -0.43 3.98
H 3.37 -1.33 3.46
H 3.13 1.88 2.40
H 4.11 1.34 0.99
H 4.32 0.56 2.59
H 3.03 -2.51 0.68
H 4.30 -1.70 1.61
H 4.03 -1.25 -0.06
H -0.99 4.32 -0.15
H -1.82 2.71 -0.18
H -0.76 3.16 -1.53
H 0.28 4.45 1.93
H 1.07 3.05 2.81
H -0.68 3.05 2.52
H 1.75 4.59 0.11
H 1.99 3.47 -1.29
H 2.89 3.20 0.25
H 2.30 -1.41 -3.38
H 0.95 -2.09 -2.46
H 2.60 -2.13 -1.79
H 3.65 0.65 -2.79
H 4.06 0.21 -1.11
H 3.39 1.83 -1.46
H 1.70 0.78 -3.94
H 0.97 2.09 -2.93
H -0.01 0.65 -3.39
C -3.68 -0.91 -3.23
C -3.70 -2.27 -2.77
C -4.54 -3.17 -3.37
C -5.45 -2.75 -4.39
C -5.52 -1.39 -4.74
C -4.65 -0.47 -4.17
Se -2.37 0.20 -2.59
H -0.06 1.18 1.74
H -3.02 -2.55 -1.98
H -4.52 -4.23 -3.06
H -6.09 -3.48 -4.89
H -6.25 -1.04 -5.48
H -4.67 0.59 -4.41
C -2.70 0.29 2.47
P -0.95 -0.26 2.55
C -0.39 0.59 4.11
C -1.19 -1.99 3.08
H -2.73 1.37 2.34
H -3.24 0.02 3.39
H -3.20 -0.22 1.63
H -0.33 -0.11 4.95
H -1.10 1.40 4.37
H 0.60 1.05 3.97
H -0.26 -2.54 3.28
H -1.74 -2.57 2.33
H -1.79 -2.07 4.00
```

A cluster of 3 separate species, C20H47FIN8O3P2 in total in a non-equilibrium geometry, computed with ωB97M-V/def2-TZVPD.

As for the highest occupied orbital energy: -10.03 eV. As for the net charge: +1. The LUMO energy comes out at -0.114 hartree. The total energy comes out at -68953.4270 eV.

```
82
C20H47FIN8O3P2 (ωB97M-V/def2-TZVPD)
C -0.92 2.55 1.77
C -0.72 2.97 0.37
N -0.16 4.15 -0.03
C -0.10 4.22 -1.36
N -0.61 3.08 -1.81
C -0.64 2.84 -3.26
C 0.82 2.83 -3.75
O 1.51 1.94 -3.42
I 1.56 4.44 -4.94
C -1.02 2.26 -0.77
C -1.63 0.93 -0.94
C -0.62 -0.23 -0.77
F 0.34 0.13 0.16
H -1.18 3.38 2.43
H -0.01 2.11 2.19
H -1.73 1.83 1.86
H 0.18 4.87 0.60
H 0.30 5.05 -1.92
H -1.03 1.83 -3.41
H -1.25 3.58 -3.77
H -2.04 0.84 -1.95
H -2.47 0.75 -0.27
H -0.18 -0.55 -1.71
H -1.19 -1.08 -0.38
O -1.11 -3.44 -3.58
P -1.31 -2.67 -4.86
N -3.04 -2.66 -4.82
C -3.89 -2.42 -5.97
C -3.63 -2.05 -3.65
N -0.75 -3.87 -5.97
C -1.67 -4.90 -6.42
C 0.53 -4.46 -5.59
N -1.28 -1.41 -6.10
C -0.33 -1.50 -7.23
C -1.10 -0.08 -5.48
H -4.00 -1.35 -6.20
H -4.88 -2.83 -5.78
H -3.52 -2.91 -6.87
H -3.67 -0.95 -3.73
H -3.07 -2.31 -2.75
H -4.65 -2.41 -3.50
H -2.24 -5.36 -5.60
H -1.12 -5.69 -6.94
H -2.37 -4.51 -7.16
H 0.42 -5.23 -4.82
H 1.21 -3.70 -5.20
H 1.01 -4.90 -6.46
H 0.70 -1.62 -6.91
H -0.41 -0.58 -7.82
H -0.60 -2.31 -7.89
H -0.10 0.05 -5.05
H -1.84 0.05 -4.67
H -1.28 0.71 -6.21
O 0.26 1.96 6.91
P 1.46 1.05 6.86
N 2.72 2.19 6.68
C 4.05 1.87 6.20
C 2.81 3.20 7.73
N 1.13 0.31 5.31
C 1.62 0.95 4.11
C -0.26 -0.08 5.14
N 2.50 -0.27 7.33
C 2.28 -1.63 6.80
C 2.57 -0.37 8.81
H 4.70 1.45 6.98
H 4.53 2.79 5.83
H 4.04 1.17 5.37
H 3.32 2.82 8.62
H 1.81 3.53 8.04
H 3.34 4.08 7.38
H 1.41 2.03 4.10
H 1.17 0.51 3.22
H 2.69 0.79 3.99
H -0.91 0.76 4.88
H -0.66 -0.52 6.06
H -0.34 -0.85 4.37
H 1.27 -2.00 6.97
H 2.98 -2.31 7.29
H 2.51 -1.68 5.74
H 1.63 -0.72 9.24
H 2.81 0.60 9.25
H 3.37 -1.06 9.11
```

A cluster of 5 separate species, C20H47N4O9PS in total in a non-equilibrium geometry, computed with ωB97M-V/def2-TZVPD.

As for the highest occupied orbital energy: -9.01 eV. As for the net charge: 0. The LUMO energy comes out at -0.075 hartree. The total energy comes out at -66009.7255 eV. As for the SMILES: O=C1OC(=O)C(P(O)O)=C1S.COC[C@@H](C)N.COC[C@@H](C)N.COC[C@@H](C)N.COC[C@@H](C)N.

```
82
C20H47N4O9PS (ωB97M-V/def2-TZVPD)
O -1.03 9.90 6.76
C -0.93 8.70 6.39
O -1.86 7.68 6.85
C -1.58 6.49 6.09
O -2.26 5.43 6.08
C -0.20 6.69 5.26
P 0.79 5.42 4.26
O 2.45 5.55 4.68
O 0.54 5.58 2.57
C 0.19 8.05 5.44
S 1.63 9.03 4.83
H 2.67 6.43 5.07
H -0.23 5.00 2.32
H 1.29 9.61 3.62
C 5.82 2.51 0.13
O 5.21 3.52 0.92
C 3.97 4.00 0.42
C 2.76 3.08 0.71
C 2.71 1.84 -0.17
N 2.72 2.67 2.12
H 5.64 2.67 -0.94
H 5.46 1.53 0.43
H 6.89 2.54 0.31
H 3.80 4.95 0.93
H 4.05 4.23 -0.65
H 1.86 3.66 0.50
H 3.41 1.06 0.16
H 1.71 1.39 -0.14
H 2.93 2.08 -1.21
H 2.64 3.51 2.70
H 3.65 2.30 2.35
C -1.57 -2.48 -0.24
O -1.20 -1.15 0.07
C -1.54 -0.73 1.39
C -0.58 -1.22 2.49
C -0.76 -2.70 2.84
N 0.82 -0.99 2.13
H -2.51 -2.77 0.24
H -0.77 -3.17 0.05
H -1.69 -2.56 -1.32
H -1.49 0.37 1.37
H -2.58 -0.98 1.61
H -0.80 -0.65 3.40
H -0.30 -3.37 2.11
H -0.29 -2.92 3.80
H -1.82 -2.96 2.92
H 0.96 0.02 2.00
H 0.96 -1.37 1.19
C -2.00 -6.64 -2.24
O -2.60 -5.64 -1.44
C -3.85 -5.15 -1.94
C -5.06 -6.06 -1.65
C -5.11 -7.31 -2.53
N -5.09 -6.48 -0.24
H -2.18 -6.49 -3.31
H -2.36 -7.63 -1.93
H -0.93 -6.62 -2.06
H -4.02 -4.20 -1.43
H -3.77 -4.91 -3.01
H -5.96 -5.48 -1.86
H -4.41 -8.09 -2.21
H -6.11 -7.75 -2.50
H -4.89 -7.06 -3.58
H -5.17 -5.64 0.34
H -4.17 -6.85 -0.01
C 1.12 -1.16 -6.25
O -0.06 -0.81 -5.53
C -0.06 -1.21 -4.17
C 0.75 -0.29 -3.23
C 2.26 -0.47 -3.34
N 0.41 1.12 -3.44
H 1.53 -2.11 -5.92
H 1.86 -0.36 -6.15
H 0.86 -1.23 -7.31
H -1.11 -1.18 -3.85
H 0.25 -2.26 -4.07
H 0.47 -0.56 -2.20
H 2.67 0.03 -4.22
H 2.76 -0.03 -2.47
H 2.53 -1.52 -3.39
H -0.58 1.25 -3.25
H 0.49 1.31 -4.44
```

A structure of composition C20H48AlF6O24S8 in a non-equilibrium geometry, computed with ωB97M-V/def2-TZVPD.

As for the highest occupied orbital energy: -12.21 eV. Its energy relative to the best compared isomer or geometry (same formula, charge and spin) is 529.78 kJ/mol. As for the net charge: +1. The LUMO energy comes out at -0.340 hartree. The total energy comes out at -180223.9655 eV.

```
107
C20H48AlF6O24S8 (ωB97M-V/def2-TZVPD)
Al -0.22 -0.30 0.87
C 0.67 4.56 -1.17
F 0.34 5.40 -2.10
F 1.93 4.76 -0.65
F -0.25 4.58 -0.17
S 0.71 2.79 -2.00
O -0.43 2.92 -2.91
O 1.99 2.60 -2.65
O 0.50 1.90 -0.87
C 4.10 -3.17 3.14
F 4.86 -4.26 2.94
F 3.42 -3.22 4.30
F 4.82 -2.04 3.24
S 2.89 -3.00 1.66
O 2.01 -4.16 1.60
O 2.10 -1.76 1.90
O 3.73 -2.93 0.52
O -2.64 -2.16 -3.67
S -1.56 -1.33 -3.18
O -1.40 -1.05 -1.77
O -0.09 -1.95 -3.78
C -0.03 -2.38 -5.10
C 0.78 -3.61 -5.22
C -1.50 0.22 -4.07
H 0.41 -1.60 -5.73
H -1.01 -2.54 -5.55
H 1.74 -3.51 -4.72
H 0.74 -3.88 -6.27
H 0.26 -4.40 -4.69
H -0.49 0.62 -3.91
H -2.22 0.93 -3.66
H -1.69 -0.05 -5.11
O -2.91 -1.55 0.57
S -4.26 -2.11 0.43
O -5.04 -2.58 1.61
O -5.19 -1.00 -0.45
C -6.62 -1.06 -0.40
C -7.15 -2.36 -0.86
C -4.18 -3.45 -0.88
H -7.08 -0.31 -1.04
H -7.10 -0.82 0.54
H -7.19 -3.13 -0.09
H -6.61 -2.67 -1.75
H -8.17 -2.29 -1.24
H -5.11 -3.96 -1.12
H -3.53 -4.20 -0.43
H -3.79 -2.97 -1.78
O 4.73 1.53 1.03
S 3.63 1.62 2.01
O 2.23 1.20 1.67
O 4.12 0.79 3.42
C 5.47 0.84 3.80
C 5.78 0.13 5.10
C 3.50 3.34 2.65
H 5.75 1.90 3.73
H 6.09 0.49 2.97
H 5.40 -0.89 5.10
H 5.21 0.61 5.90
H 6.84 0.11 5.35
H 2.85 3.49 3.51
H 3.15 3.84 1.74
H 4.53 3.68 2.83
O -4.63 1.78 0.46
S -3.59 1.91 -0.57
O -2.22 1.38 -0.32
O -4.13 1.26 -2.01
C -5.38 1.66 -2.59
C -5.66 1.02 -3.89
C -3.38 3.75 -1.10
H -5.43 2.74 -2.77
H -6.17 1.40 -1.89
H -5.67 -0.07 -3.90
H -4.87 1.24 -4.60
H -6.50 1.50 -4.40
H -2.62 3.74 -1.88
H -3.10 4.25 -0.16
H -4.29 4.21 -1.49
O 1.69 -1.07 -1.24
S 2.68 -1.08 -2.32
O 3.20 -2.31 -2.92
O 2.06 -0.05 -3.47
C 2.78 0.12 -4.65
C 1.95 0.99 -5.62
C 4.08 -0.03 -1.78
H 3.01 -0.80 -5.19
H 3.76 0.57 -4.50
H 1.46 1.86 -5.18
H 1.12 0.44 -6.06
H 2.61 1.37 -6.40
H 4.89 -0.28 -2.47
H 4.30 -0.34 -0.76
H 3.72 0.99 -1.69
O 0.68 -0.03 3.68
S 1.17 0.48 4.98
O 1.88 1.74 5.02
O -0.09 0.56 6.07
C 0.26 0.96 7.42
C -0.01 -0.18 8.41
C 2.32 -0.77 5.75
H -0.41 1.81 7.58
H 1.23 1.45 7.51
H 0.60 -1.07 8.25
H -1.07 -0.38 8.53
H 0.29 0.14 9.41
H 3.19 -0.91 5.10
H 1.79 -1.72 5.82
H 2.67 -0.44 6.73
```